Computed, not measured: a molecular structure, C26H39BN6S2Si2TeTi, with ωB97M-V/def2-TZVPD.

XYZ file:
```
78
Properties=species:S:1:pos:R:3:forces:R:3:lowdin_charge:R:1
Ti -0.03600 -0.00744 -0.40376 0.6 0.8 0.8 0.34
C -0.38435 1.44548 -3.32906 0.0 0.0 0.2 -0.02
N 0.79376 2.23197 -3.03748 0.3 0.1 0.1 -0.12
C 1.77470 2.54221 -3.95532 0.0 -0.1 0.0 -0.05
C 2.75810 3.16470 -3.27488 0.1 0.0 -0.1 -0.07
N 2.39468 3.23795 -1.95395 -0.1 -0.1 0.0 -0.03
B 3.35242 3.68920 -0.81810 -0.1 0.0 0.0 -0.45
N 3.39772 2.60884 0.31940 -0.3 -0.3 0.1 -0.01
C 3.75147 2.94829 1.60226 0.2 0.2 0.0 -0.07
C 3.80192 1.82878 2.35469 0.1 -0.1 0.0 -0.05
N 3.46384 0.78652 1.52261 -0.3 0.2 -0.2 -0.11
C 3.44791 -0.61971 1.85738 0.0 -0.1 0.0 -0.05
C 3.16382 1.28308 0.28967 0.5 0.1 0.2 -0.68
S 2.65673 0.26394 -0.98834 0.0 -0.4 -0.1 0.71
C 1.19570 2.65766 -1.81052 -0.1 0.1 -0.4 -0.74
S 0.30656 2.50868 -0.35967 -0.4 0.1 0.3 0.69
H -0.30193 1.05859 -4.34189 0.0 0.0 0.0 0.10
H -1.28427 2.05313 -3.24059 0.0 0.0 0.0 0.08
H -0.48852 0.60621 -2.62739 0.0 0.3 -0.6 0.04
H 1.69146 2.27179 -4.99281 0.0 0.0 0.0 0.11
H 3.70130 3.55116 -3.61695 0.0 0.0 0.0 0.11
H 4.45516 3.77537 -1.30321 0.1 0.1 -0.1 0.07
H 2.96670 4.72557 -0.33729 0.1 0.0 0.1 0.07
H 3.94413 3.97214 1.86942 0.0 0.0 0.0 0.12
H 4.04299 1.67769 3.39179 0.0 0.0 0.0 0.11
H 3.75304 -0.73427 2.89394 0.0 0.0 0.1 0.09
H 4.14398 -1.15947 1.21553 0.0 0.0 0.0 0.08
H 2.45066 -1.03651 1.71312 0.0 0.0 0.1 0.04
C -4.19127 1.00677 0.75991 0.1 -0.2 -0.3 -0.17
Si -3.18826 1.26722 -0.83488 -0.8 0.6 -0.1 0.41
C -2.80878 3.12042 -0.75311 0.2 -0.3 0.0 -0.23
C -4.29520 1.25295 -2.40060 0.1 -0.2 0.2 -0.17
N -1.94171 0.06266 -0.98597 0.1 0.0 -0.2 -0.25
C -2.36247 -1.27254 -1.00566 -0.3 -0.3 -0.2 -0.38
C -3.70365 -1.67069 -1.01233 0.0 0.0 0.0 -0.09
C -4.08811 -3.00226 -0.97390 -0.1 0.0 0.0 -0.11
C -3.11892 -3.98345 -0.91749 0.1 -0.1 0.0 -0.11
C -1.78147 -3.61828 -0.93200 -0.1 0.0 0.1 -0.09
C -1.36343 -2.28463 -1.00389 -0.3 -0.4 -0.2 -0.40
N -0.01796 -1.88757 -1.07759 0.0 -0.1 -0.2 -0.23
Si 1.14861 -3.16750 -1.23487 0.5 -0.7 -0.2 0.41
C 2.95823 -2.80720 -1.64892 -0.3 0.2 0.1 -0.24
C 0.70968 -4.25429 -2.74459 -0.2 0.1 0.2 -0.18
C 1.29187 -4.19431 0.36513 -0.2 0.1 -0.3 -0.17
H -5.13846 1.55284 0.73782 0.0 0.0 -0.1 0.03
H -3.60613 1.37776 1.60412 0.0 0.0 0.0 0.02
H -4.40222 -0.04603 0.95148 0.0 0.1 0.1 0.02
H -3.77754 3.63193 -0.77205 -0.1 -0.1 0.0 0.03
H -2.22037 3.49071 -1.59229 0.0 0.0 0.0 0.00
H -2.29593 3.40417 0.16339 0.0 0.1 0.0 0.00
H -5.24306 1.75856 -2.19570 0.0 0.0 0.0 0.03
H -4.51930 0.25516 -2.77882 0.0 0.0 0.0 0.01
H -3.80236 1.80078 -3.20861 0.0 0.1 0.0 0.01
H -4.47851 -0.91872 -1.03872 0.0 -0.1 0.0 0.06
H -5.14088 -3.25809 -0.97159 0.0 0.0 0.0 0.09
H -3.38819 -5.03124 -0.85849 0.0 0.0 0.0 0.09
H -1.04521 -4.40611 -0.88409 -0.1 0.0 0.0 0.06
H 3.07178 -2.07869 -2.45078 0.1 0.0 0.0 0.00
H 3.39881 -3.75139 -1.98488 -0.1 -0.1 0.0 0.03
H 3.52554 -2.45536 -0.79119 0.0 0.1 0.0 -0.02
H 1.08323 -3.77155 -3.65127 0.1 0.0 0.0 0.02
H -0.36035 -4.41219 -2.87429 0.1 0.0 -0.1 0.01
H 1.19291 -5.23231 -2.66650 0.0 0.0 0.0 0.03
H 1.72666 -3.58354 1.15967 0.0 0.1 0.0 0.01
H 1.94029 -5.06236 0.21423 0.0 0.0 -0.1 0.03
H 0.32807 -4.54724 0.73440 0.0 0.0 0.0 0.02
Te -0.89282 -1.03509 1.97826 0.3 0.0 0.8 0.99
C -0.56535 -0.06975 3.86632 0.0 0.0 -0.2 -0.61
C 0.68198 -0.02581 4.48326 0.1 -0.1 -0.1 -0.16
C 0.85597 0.54756 5.73489 0.0 0.0 0.0 -0.11
C -0.23187 1.07470 6.41604 0.0 0.0 0.0 -0.12
C -1.48912 1.00874 5.83156 0.0 0.1 0.0 -0.11
C -1.64955 0.45198 4.57092 -0.1 0.0 -0.1 -0.17
H 1.52621 -0.47741 3.98359 0.1 0.0 -0.1 0.06
H 1.84619 0.57719 6.17565 0.0 0.0 0.0 0.09
H -0.10172 1.52369 7.39322 0.0 0.0 0.0 0.09
H -2.35278 1.39807 6.35812 0.0 0.0 0.0 0.09
H -2.63669 0.41022 4.12450 0.0 0.0 0.0 0.08
```
Forces are in eV/Å.

## Properties
Total charge   -1
LUMO level (alpha / beta)   2.58 / 2.58 eV
HOMO-LUMO gap (alpha / beta)   6.84 / 6.93 eV
2S+1   2